# 1
{
  "formula": "C4H6N2S",
  "method": "ωB97M-V with the def2-TZVPD basis set",
  "relative_energy_kcal_mol": 89.7,
  "lumo_ev": 0.8,
  "energy_ev": -18057.0820,
  "elements": ["C", "C", "C", "C", "H", "H", "H", "H", "H", "H", "N", "N", "S"],
  "positions_angstrom": [[-0.414, -0.506, -0.169], [-1.302, 0.339, 0.602], [0.837, 0.937, 0.879], [0.796, 0.073, -0.115], [-0.427, -1.016, -2.127], [-1.889, -1.830, -1.036], [-2.515, 0.340, 0.481], [-0.769, 1.641, 1.994], [1.572, 1.733, 1.386], [3.136, -1.268, -0.655], [-0.710, -1.322, -1.186], [-0.436, 1.171, 1.217], [2.122, -0.293, -1.271]],
  "nbo_charge": [0.07, -0.15, -0.03, -0.29, 0.40, 0.37, 0.23, 0.40, 0.22, 0.16, -0.81, -0.49, -0.07]
}



# 2
{
  "formula": "C4H6N2S",
  "method": "ωB97M-V with the def2-TZVPD basis set",
  "relative_energy_kcal_mol": 38.1,
  "smiles": "C=C1CN=CN1S",
  "lumo_ev": 0.7,
  "energy_ev": -18059.3221,
  "elements": ["C", "C", "C", "C", "H", "H", "H", "H", "H", "H", "N", "N", "S"],
  "positions_angstrom": [[0.568, -1.420, 0.020], [1.938, 0.288, -0.020], [0.517, 0.852, -0.006], [0.050, 2.133, 0.001], [-2.140, -0.142, 1.227], [0.046, -2.389, 0.069], [2.415, 0.549, 0.880], [2.551, 0.622, -0.868], [-0.990, 2.347, 0.088], [0.741, 2.974, 0.005], [-0.285, -0.272, 0.016], [1.798, -1.187, 0.003], [-1.978, -0.304, -0.094]],
  "nbo_charge": [0.26, -0.29, 0.17, -0.52, 0.10, 0.20, 0.22, 0.23, 0.21, 0.21, -0.60, -0.42, 0.23]
}



# 3
{
  "formula": "C4H6N2S",
  "method": "ωB97M-V with the def2-TZVPD basis set",
  "relative_energy_kcal_mol": 25.1,
  "smiles": "Cn1ccnc1S",
  "lumo_ev": 0.7,
  "energy_ev": -18059.8838,
  "elements": ["C", "C", "C", "C", "N", "N", "S", "H", "H", "H", "H", "H", "H"],
  "positions_angstrom": [[-0.226, -2.080, -0.075], [0.608, -1.009, -0.032], [-1.492, -0.382, -0.167], [0.684, 1.501, -0.004], [-1.523, -1.663, -0.153], [-0.132, 0.150, -0.077], [-2.816, 0.754, -0.176], [-0.010, -3.129, -0.052], [1.678, -1.001, 0.016], [1.710, 1.218, -0.201], [0.564, 1.924, 0.985], [0.304, 2.169, -0.770], [-3.757, -0.174, -0.048]],
  "nbo_charge": [-0.11, -0.09, 0.20, -0.38, -0.47, -0.39, 0.02, 0.21, 0.21, 0.22, 0.21, 0.22, 0.16]
}



# 4
{
  "formula": "C4H6N2S2",
  "method": "ωB97M-V with the def2-TZVPD basis set",
  "relative_energy_kcal_mol": 64.4,
  "smiles": "S=C1N[C@@H]2[C@@H](S)[C@@H]2N1",
  "lumo_ev": 0.6,
  "energy_ev": -28893.4197,
  "elements": ["C", "C", "C", "C", "H", "H", "H", "H", "H", "H", "N", "N", "S", "S"],
  "positions_angstrom": [[-0.872, -0.091, -0.606], [-0.396, 0.939, 0.437], [1.742, 0.328, 0.055], [-0.280, -0.658, 0.538], [-2.631, -1.730, -0.372], [-0.518, -0.053, -1.736], [-1.189, 1.422, 0.976], [0.929, 2.175, -0.255], [1.692, -1.581, 0.609], [-0.940, -1.302, 1.020], [0.769, 1.318, 0.088], [1.118, -0.800, 0.598], [-2.617, -0.316, -0.726], [3.194, 0.348, -0.626]],
  "nbo_charge": [-0.43, -0.04, 0.21, -0.06, 0.12, 0.25, 0.24, 0.41, 0.42, 0.23, -0.59, -0.59, -0.01, -0.17]
}



# 5
{
  "formula": "C4H6N2S2",
  "method": "ωB97M-V with the def2-TZVPD basis set",
  "relative_energy_kcal_mol": 20.7,
  "smiles": "NC1=NC[C@@H](S)C1=S",
  "lumo_ev": -1.0,
  "energy_ev": -28895.3117,
  "elements": ["C", "C", "C", "C", "H", "H", "H", "H", "H", "H", "N", "N", "S", "S"],
  "positions_angstrom": [[0.477, -1.137, -0.028], [0.217, 0.677, -1.210], [-0.194, 1.111, 0.243], [-0.251, -0.194, 0.939], [0.225, -2.696, 1.191], [1.106, -3.016, -0.184], [-0.683, 0.586, -1.865], [0.899, 1.399, -1.691], [0.689, 1.622, 0.772], [-1.521, 3.152, -0.330], [0.783, -2.365, 0.453], [0.822, -0.641, -1.148], [-1.709, 2.077, 0.453], [-0.860, -0.575, 2.406]],
  "nbo_charge": [0.34, -0.24, -0.46, -0.12, 0.40, 0.39, 0.21, 0.21, 0.27, 0.13, -0.78, -0.42, 0.00, 0.08]
}



# 6
{
  "formula": "C4H6N3",
  "method": "ωB97M-V with the def2-TZVPD basis set",
  "relative_energy_kcal_mol": 80.0,
  "charge": 1,
  "smiles": "C=NC1=[NH+]CN=C1",
  "lumo_ev": -5.8,
  "energy_ev": -8705.0339,
  "elements": ["C", "C", "C", "C", "N", "N", "N", "H", "H", "H", "H", "H", "H"],
  "positions_angstrom": [[0.682, -1.299, -0.003], [-0.344, -0.305, -0.019], [-2.809, -0.090, 0.076], [2.002, 0.526, 0.025], [1.881, -0.875, 0.034], [-1.569, -0.175, 0.056], [0.734, 1.163, 0.174], [0.472, -2.354, -0.049], [-3.389, -0.150, -0.841], [-3.332, 0.058, 1.015], [2.638, 0.803, 0.883], [2.569, 0.804, -0.879], [0.465, 1.894, -0.472]],
  "nbo_charge": [-0.05, 0.48, 0.13, -0.15, -0.19, -0.31, -0.53, 0.25, 0.24, 0.24, 0.26, 0.25, 0.40]
}



# 7
{
  "formula": "C4H6N3",
  "method": "ωB97M-V with the def2-TZVPD basis set",
  "relative_energy_kcal_mol": 77.0,
  "charge": 1,
  "smiles": "[H]/N=C1\\CC=NC=[NH+]1",
  "lumo_ev": -7.0,
  "energy_ev": -8705.1653,
  "elements": ["C", "C", "C", "C", "N", "N", "N", "H", "H", "H", "H", "H", "H"],
  "positions_angstrom": [[-0.214, 1.264, 0.680], [-0.083, -0.688, -0.883], [-0.979, 0.362, -0.165], [1.372, -0.272, 1.284], [0.750, 0.847, 1.431], [-0.644, -1.088, -1.992], [1.058, -0.883, -0.032], [-0.394, 2.298, 0.564], [-1.731, -0.046, 0.428], [-1.546, 0.943, -0.922], [2.103, -0.592, 1.934], [-1.484, -0.483, -2.063], [1.793, -1.663, -0.261]],
  "nbo_charge": [0.37, 0.43, -0.60, 0.45, -0.43, -0.50, -0.59, 0.23, 0.30, 0.27, 0.25, 0.36, 0.46]
}



# 8
{
  "formula": "C4H6N3",
  "method": "ωB97M-V with the def2-TZVPD basis set",
  "relative_energy_kcal_mol": 209.8,
  "charge": 1,
  "lumo_ev": -5.7,
  "energy_ev": -8699.4058,
  "elements": ["C", "C", "C", "C", "N", "N", "N", "H", "H", "H", "H", "H", "H"],
  "positions_angstrom": [[2.432, 0.452, 0.342], [1.021, 1.087, 0.628], [-0.959, -1.137, -0.073], [-1.424, 0.263, 0.397], [2.254, -0.093, -0.785], [0.784, 0.496, -0.526], [-0.601, 0.034, -0.805], [3.309, 0.745, 0.848], [-0.221, -1.686, 0.481], [-1.883, -1.734, -0.297], [-2.437, 0.406, 0.246], [-1.073, 0.912, 1.138], [-1.203, 0.255, -1.596]],
  "nbo_charge": [0.04, 0.14, -0.24, -0.23, -0.07, -0.20, -0.23, 0.25, 0.26, 0.28, 0.24, 0.29, 0.47]
}



# 9
{
  "formula": "C4H6N3O",
  "method": "ωB97M-V with the def2-TZVPD basis set",
  "relative_energy_kcal_mol": 133.3,
  "charge": 1,
  "smiles": "C=C=N[N+](=O)/N=C\\C",
  "lumo_ev": [-6.1, -6.1],
  "energy_ev": -10749.4806,
  "elements": ["C", "C", "C", "C", "N", "N", "N", "O", "H", "H", "H", "H", "H", "H"],
  "positions_angstrom": [[1.387, -1.946, -0.706], [2.137, -2.867, -1.192], [-0.979, 1.911, -0.049], [-1.069, 2.037, 1.407], [0.733, -1.104, -0.117], [-0.452, -0.411, -0.334], [-0.639, 0.904, -0.725], [-1.460, -1.051, -0.150], [1.814, -3.895, -1.152], [3.082, -2.670, -1.669], [-1.225, 2.778, -0.658], [-0.816, 1.124, 1.941], [-0.425, 2.853, 1.742], [-2.087, 2.338, 1.663]],
  "nbo_charge": [0.45, -0.45, 0.27, -0.71, -0.27, 0.50, -0.23, -0.19, 0.29, 0.29, 0.25, 0.24, 0.28, 0.28]
}



# 10
{
  "formula": "C4H6N3O",
  "method": "ωB97M-V with the def2-TZVPD basis set",
  "relative_energy_kcal_mol": 84.3,
  "charge": 1,
  "smiles": "C=[NH+][C@H]1N=CC=[N+]1[O-]",
  "lumo_ev": [-6.1, -6.1],
  "energy_ev": -10751.6083,
  "elements": ["C", "C", "C", "C", "N", "N", "N", "O", "H", "H", "H", "H", "H", "H"],
  "positions_angstrom": [[-2.054, -0.763, 0.113], [0.069, -0.437, -0.393], [2.374, 0.255, 0.063], [-1.863, 0.640, 0.116], [-0.900, -1.378, 0.012], [-0.553, 0.835, -0.068], [1.346, -0.563, 0.221], [0.162, 1.809, -0.018], [-2.957, -1.200, 0.131], [0.123, -0.556, -1.558], [3.219, -0.093, 0.658], [2.413, 0.950, -0.789], [-2.581, 1.490, 0.333], [1.201, -0.989, 1.181]],
  "nbo_charge": [0.12, 0.14, 0.19, -0.10, -0.43, 0.16, -0.43, -0.42, 0.23, 0.29, 0.25, 0.26, 0.28, 0.46]
}



# 11
{
  "formula": "C4H6N3O3",
  "method": "ωB97M-V with the def2-TZVPD basis set",
  "relative_energy_kcal_mol": 228.7,
  "charge": 1,
  "lumo_ev": -5.7,
  "energy_ev": -14842.3396,
  "elements": ["C", "C", "C", "C", "N", "N", "N", "O", "O", "O", "H", "H", "H", "H", "H", "H"],
  "positions_angstrom": [[-3.267, 1.154, -1.004], [-3.007, 0.043, -0.309], [-0.738, 0.142, 0.011], [1.172, 1.004, -0.998], [-3.667, 2.143, -1.440], [-3.597, -0.760, 0.557], [-0.223, -0.313, 1.127], [-2.709, -1.492, 1.297], [-4.748, -1.045, 0.566], [-0.202, 0.683, -0.980], [1.678, 0.870, -1.988], [1.680, 0.339, -0.157], [1.294, 2.141, -0.676], [0.789, -0.388, 1.249], [-2.946, -2.364, 1.707], [-0.857, -0.521, 1.879]],
  "nbo_charge": [0.10, 0.13, 0.72, -0.29, -0.11, 0.40, -0.77, -0.58, -0.29, -0.43, 0.26, 0.17, 0.24, 0.43, 0.55, 0.46]
}



# 12
{
  "formula": "C4H6N3O4P",
  "method": "ωB97M-V with the def2-TZVPD basis set",
  "relative_energy_kcal_mol": 38.8,
  "charge": -2,
  "lumo_ev": 6.4,
  "energy_ev": -26194.8242,
  "elements": ["C", "C", "C", "C", "N", "N", "N", "O", "O", "O", "O", "P", "H", "H", "H", "H", "H", "H"],
  "positions_angstrom": [[-1.588, 0.296, 0.260], [-0.479, -0.159, 0.988], [-2.139, -0.134, -2.031], [-0.352, 1.433, -1.556], [-2.839, -0.616, -2.821], [-1.522, 0.585, -1.145], [0.533, -0.481, 0.276], [1.664, -1.896, 2.327], [2.936, -1.465, 0.190], [2.566, 0.397, 1.763], [-0.524, -0.106, 2.374], [1.913, -0.800, 1.310], [-2.670, 0.342, 0.615], [-0.339, 2.486, -1.343], [0.478, 0.977, -0.883], [-0.095, 1.388, -2.603], [2.150, -1.558, -0.301], [0.306, -0.689, 2.580]],
  "nbo_charge": [-0.40, 0.49, 0.49, -0.45, -0.57, -0.47, -1.05, -1.20, -1.01, -1.20, -0.74, 2.37, 0.16, 0.17, 0.29, 0.17, 0.47, 0.49]
}



Question: Which formula does entry 8 have?
Answer: C4H6N3